Density functional theory data (ωB97M-V/def2-TZVPD) for a molecular structure, C46H41CrN2O3 at a distorted geometry.

```
93
Properties=species:S:1:pos:R:3:mulliken_spin:R:1
Cr -3.524 0.074 -4.520 1.134
O -3.081 0.956 -7.424 0.037
O -1.496 -1.909 -5.611 -0.004
O -5.203 -1.804 -6.265 0.051
N 1.588 2.033 2.871 0.135
N -0.605 2.243 3.031 0.125
C 2.825 1.359 2.667 -0.012
C -4.693 -1.102 -5.492 -0.067
C 0.845 -1.904 -2.091 0.201
C 4.018 3.600 2.837 -0.003
C -4.839 1.432 -3.476 0.066
C 1.296 2.735 4.038 0.108
C 4.566 -1.055 -2.391 -0.055
C 3.343 -1.680 -2.631 0.127
C -0.042 2.859 4.130 0.095
C 6.607 -0.594 2.093 0.000
C 4.593 0.151 -1.696 0.118
C 1.453 -5.430 -3.531 -0.055
C -3.593 2.047 -3.661 -0.042
C -0.652 -3.864 -2.574 0.084
C -2.207 -1.145 -5.079 -0.044
C -5.631 -0.256 2.181 -0.001
C -2.496 0.195 -2.514 0.010
C -1.325 -0.453 -1.973 0.245
C -3.253 0.792 -6.284 -0.059
C 1.744 -0.879 3.209 -0.003
C -2.417 0.842 3.907 -0.009
C 2.124 -1.206 -2.075 -0.009
C 0.225 0.871 1.169 0.138
C 0.404 1.738 2.208 0.069
C -2.728 2.179 1.884 0.010
C 4.007 2.125 2.649 0.009
C -3.726 -0.493 -2.504 0.039
C 2.174 0.099 -1.519 0.093
C -0.306 -1.138 -1.855 0.049
C 4.111 -0.662 2.444 0.002
C -1.945 1.765 2.959 0.030
C 0.156 -5.949 -3.572 0.113
C -2.224 3.300 1.046 0.002
C -3.651 0.215 3.658 -0.006
C -1.616 0.501 5.111 0.002
C 0.662 -3.309 -2.517 -0.011
C 5.284 0.087 2.308 0.008
C -3.958 1.555 1.661 -0.012
C 5.227 1.480 2.437 -0.003
C -0.886 -5.147 -3.077 -0.061
C 2.889 -0.043 2.726 0.019
C 3.391 0.741 -1.296 -0.064
C 1.696 -4.199 -2.913 0.107
C -4.907 0.156 -2.894 -0.056
C -4.384 0.519 2.504 0.002
C -2.415 1.370 -3.298 0.052
H -3.527 3.037 -4.121 -0.006
H -4.592 1.854 0.814 0.001
H 5.542 0.657 -1.508 0.005
H -5.407 -1.328 2.084 0.000
H 4.175 -1.760 2.378 0.000
H 2.741 -3.937 -2.734 0.013
H -4.047 -0.535 4.361 0.001
H -1.513 -3.267 -2.252 0.016
H -1.896 -5.539 -3.065 -0.001
H 7.304 -0.381 2.919 0.001
H -0.040 -6.956 -3.948 0.005
H -6.387 -0.141 2.970 0.000
H 6.159 2.066 2.377 0.000
H -5.864 -0.351 -2.750 -0.008
H -0.644 3.312 4.906 0.005
H -2.134 4.207 1.663 0.002
H 5.486 -1.518 -2.756 0.000
H -1.436 1.787 -3.537 -0.008
H 0.855 -0.780 2.574 -0.002
H -3.746 -1.514 -2.127 -0.005
H -0.674 -0.013 4.854 -0.001
H 3.019 4.008 2.980 -0.002
H 1.231 0.597 -1.281 -0.005
H 3.386 1.695 -0.789 0.000
H 3.328 -2.509 -3.343 0.012
H 2.040 -1.939 3.198 0.002
H -1.242 3.055 0.624 0.001
H -2.929 3.499 0.232 0.000
H -0.784 0.826 0.758 0.131
H 4.630 3.853 3.716 0.001
H 2.283 -6.016 -3.936 -0.001
H -5.756 1.937 -3.812 -0.003
H 1.094 0.380 0.730 0.132
H 4.484 4.082 1.967 0.000
H 2.066 3.051 4.727 0.010
H 1.475 -0.623 4.249 0.000
H -1.386 1.409 5.696 -0.002
H -2.194 -0.178 5.760 0.001
H 6.465 -1.680 2.030 0.000
H 7.071 -0.242 1.160 0.000
H -6.059 0.098 1.236 0.000
```

Largest force on an atom, hartree/bohr: 0.096
Lowest unoccupied orbital energy (alpha / beta), eV: -5.344 / -7.335
Charge: +2
Electronic energy, eV: -85894.0298
Multiplicity: 4



Density functional theory data (ωB97M-V/def2-TZVPD) for a gas-phase ion, C2H2NO2 (charge -1) at a distorted geometry.

```
7
Properties=species:S:1:pos:R:3:mulliken_spin:R:1
O 3.232 0.652 -0.387 0.377
O 2.669 -1.351 0.314 0.046
N 1.164 0.345 0.456 0.878
C 0.344 0.785 -0.407 0.653
C 2.423 -0.160 0.075 -0.046
H 0.655 0.847 -1.412 0.031
H -0.639 1.050 0.047 0.062
```

Largest force on an atom, hartree/bohr: 0.107
Lowest unoccupied orbital energy (alpha / beta), eV: 4.626 / 2.471
Charge: -1
Relative energy (zero: lowest compared OMol25 entry of this formula, charge and spin), kJ/mol: 6.4
Electronic energy, eV: -7688.6772
Multiplicity: 3



Density functional theory data (ωB97M-V/def2-TZVPD) for C5H7F3 in the gas phase at a distorted geometry.

```
15
Properties=species:S:1:pos:R:3:lowdin_charge:R:1
F -0.685 -0.995 0.806 0.139
F 0.693 -1.689 -0.739 0.147
F -1.904 0.129 -0.985 0.016
C -0.021 1.504 -0.290 -0.066
C 1.293 0.807 1.841 -0.065
C -0.542 0.311 -1.085 -0.222
C 1.019 0.582 0.363 -0.263
C 0.187 -0.645 -0.123 -0.523
H 1.981 0.609 -0.216 0.161
H 2.177 0.219 2.163 0.081
H 0.410 2.403 -0.761 0.124
H -0.800 1.773 0.439 0.133
H -0.259 0.221 -2.109 0.151
H 1.535 1.868 1.992 0.077
H 0.399 0.559 2.520 0.108
```

Largest force on an atom, hartree/bohr: 0.066
SMILES: C[C@@H]1C[C@H](F)C1(F)F
Lowest unoccupied orbital energy, eV: 0.984
Relative energy (zero: lowest compared OMol25 entry of this formula, charge and spin), kJ/mol: 0.0
Electronic energy, eV: -13450.2347



> Look up the electronic energy of the second one.

-7688.6772 eV